*w*
The following is a quantum chemistry calculation of a 6-piece molecular cluster, CH14O5S overall, from the Open Molecules 2025 dataset.

```
! RIJCOSX wB97M-V def2-TZVPD def2/J DEFGRID3
* xyz 0 1
C -3.7157 -1.9816 -0.4575
S -2.3385 -1.3362 -1.4977
H -3.9982 -2.9077 -0.9671
H -3.4086 -2.1156 0.5561
H -4.6205 -1.3805 -0.4803
H -1.9507 -0.3526 -0.6689
H 0.7299 2.1386 1.8172
H 0.6628 3.3626 0.8431
O 0.1926 2.8932 1.5323
H -1.1042 2.6173 -2.1384
H -0.8585 2.5433 -0.6121
O -0.6903 2.0815 -1.4488
H 3.2181 -3.3378 1.2555
H 2.0401 -2.4206 1.7335
O 2.4954 -3.2518 1.8791
H 2.0447 0.5080 0.5385
H 3.0433 -0.0806 1.6364
O 2.4547 0.6328 1.4141
H 2.6218 0.8861 -1.9872
H 1.1758 0.9447 -1.6294
O 2.0064 0.5568 -1.3184
*
```

SMILES string: CS.O.O.O.O.O
Gap between HOMO and LUMO, eV: 9.2

=====

*x*
The following is a quantum chemistry calculation of a 6-piece molecular cluster, CH14O5S overall, from the Open Molecules 2025 dataset.

```
! RIJCOSX wB97M-V def2-TZVPD def2/J DEFGRID3
* xyz 0 1
C -1.1341 -2.1777 0.8246
S -0.1842 -1.2909 2.1708
H -1.8088 -2.9314 1.2459
H -0.5946 -2.6314 0.0340
H -1.8699 -1.4641 0.3588
H -1.2928 -1.1801 2.8472
H -0.6133 2.6721 2.8812
H -1.1056 2.8793 1.5316
O -0.2827 2.9457 2.0226
H 4.3379 -0.3582 -0.3125
H 3.6632 -0.8620 -1.5245
O 4.1333 -0.0771 -1.2066
H -5.1936 2.1721 -0.8231
H -6.2226 3.0405 -0.4182
O -5.6570 2.3124 0.0195
H -0.5395 1.2389 -1.2784
H 0.1897 1.1040 -0.0437
O 0.0181 0.5730 -0.8393
H 4.1734 -1.0526 -4.5259
H 2.8275 -1.0869 -4.7936
O 3.4675 -1.7066 -4.4122
*
```

SMILES string: CS.O.O.O.O.O
Gap between HOMO and LUMO, eV: 9.2

=====

Most stable = *w*

=====

*w*
The following is a quantum chemistry calculation of a 2-piece molecular cluster, CH6P2S overall, from the Open Molecules 2025 dataset.

```
! RIJCOSX wB97M-V def2-TZVPD def2/J DEFGRID3
* xyz 0 1
C 0.7273 2.4899 0.2478
P -1.3691 -1.7537 0.1474
P 2.0957 2.0692 1.0992
S -0.0637 -2.3429 -1.5571
H -1.7339 -3.0566 0.4073
H -0.2057 1.8584 0.2828
H 0.8440 3.1855 -0.5100
H -2.7257 -1.6903 -0.5492
H 1.3482 1.0352 1.6802
H 1.0828 -1.7948 -1.2484
*
```

SMILES string: C=P.PS
Gap between HOMO and LUMO, eV: 9.8

=====

*x*
The following is a quantum chemistry calculation of one molecule with the formula CH6P2S, from the Open Molecules 2025 dataset.

```
! RIJCOSX wB97M-V def2-TZVPD def2/J DEFGRID3
* xyz 0 1
C -0.3212 0.0853 -0.7967
P -1.4193 -0.4372 0.7595
P 1.1376 -1.0795 -0.6439
S 2.4484 -0.0087 0.6687
H -0.7364 0.2023 -1.7478
H 0.0225 1.0501 -0.3858
H -2.6302 -0.9652 0.2969
H -2.0793 0.7277 0.5994
H 1.6771 -0.3236 -1.7357
H 1.8211 -0.2980 1.7732
*
```

SMILES string: PCPS
Gap between HOMO and LUMO, eV: 9.8

=====

Most stable = *x*

=====

*w*
The following is a quantum chemistry calculation of a 5-piece molecular cluster, C2H13O4S overall, from the Open Molecules 2025 dataset.

```
! RIJCOSX wB97M-V def2-TZVPD def2/J DEFGRID3
* xyz -1 1
C 2.5408 -1.0312 2.3545
C 1.3738 -0.2064 1.5505
S -0.0403 -1.2610 0.9487
H 3.4852 -0.5873 1.9934
H 2.5261 -2.0325 2.2528
H 2.3894 -0.7077 3.3664
H 1.7894 0.2695 0.6418
H 0.8746 0.6254 2.0685
H -3.0195 3.5141 -1.0471
H -2.2622 3.8032 0.1667
O -2.9621 4.0780 -0.3399
H 0.0559 -3.7002 -1.8396
H -0.4111 -2.5612 -2.6547
O 0.0572 -3.4434 -2.7826
H -2.2494 0.9161 -0.3305
H -0.8802 0.7563 0.3984
O -1.4272 1.4149 -0.2262
H -1.0401 0.4584 -1.6690
H -0.0682 -0.4920 -2.3511
O -0.7319 0.1871 -2.5010
*
```

Gap between HOMO and LUMO, eV: 7.0

=====

*x*
The following is a quantum chemistry calculation of a 5-piece molecular cluster, C2H13O4S overall, from the Open Molecules 2025 dataset.

```
! RIJCOSX wB97M-V def2-TZVPD def2/J DEFGRID3
* xyz -1 1
C 1.0388 1.9350 -0.7470
C 0.0070 1.6206 0.3117
S 0.4405 0.1118 1.5163
H 1.9690 2.2476 -0.2385
H 1.3982 1.0405 -1.3151
H 0.8232 2.6653 -1.6046
H -0.0789 2.5054 1.0014
H -0.9052 1.4317 -0.2610
H 2.2910 -1.6745 -0.2304
H 2.5147 -0.4410 0.5834
O 3.0415 -1.1128 0.0320
H -2.3364 -0.3043 -0.5031
H -1.2989 -1.0086 -1.4037
O -2.2885 -0.7480 -1.3583
H -1.6743 -0.6422 1.8350
H -3.0344 -1.3632 1.2603
O -2.6436 -0.6728 1.8330
H 0.1887 -2.6398 0.0919
H 0.3809 -1.0858 -0.1196
O 0.1669 -1.8651 -0.6838
*
```

Gap between HOMO and LUMO, eV: 7.8

=====

Most stable = *x*

=====

*w*
The following is a quantum chemistry calculation of C23H15CdN2O as an isolated structure, from the Open Molecules 2025 dataset.

```
! RIJCOSX wB97M-V def2-TZVPD def2/J DEFGRID3
* xyz 1 1
Cd 1.1577 0.0574 -1.6442
C 5.5812 -0.1451 -2.1121
C 5.9745 -0.1625 -0.7847
C 5.0256 -0.1590 0.2234
C 3.6607 -0.1380 -0.0776
C 3.2723 -0.1115 -1.4235
C 4.2268 -0.1167 -2.4283
C 2.6408 -0.1426 1.0118
C 3.0084 -0.1662 2.3790
C 2.0498 -0.1562 3.3471
C 0.6832 -0.1290 2.9946
C -0.3666 -0.1154 3.9383
C -1.6684 -0.1017 3.5245
C -1.9728 -0.1076 2.1494
C -0.9757 -0.1163 1.2138
C 0.3781 -0.1207 1.6148
N 1.3612 -0.1228 0.6724
H 6.3226 -0.1505 -2.9007
H 7.0252 -0.1814 -0.5280
H 5.3688 -0.1713 1.2481
H 3.9375 -0.1035 -3.4707
H 4.0476 -0.1912 2.6640
H 2.3244 -0.1736 4.3947
H -0.1150 -0.1201 4.9918
H -2.4715 -0.0902 4.2488
H -3.0096 -0.1146 1.8367
H -1.2009 -0.1352 0.1550
O 1.7645 3.1890 -1.5423
C 0.8599 2.5370 -1.4434
N -0.9833 -0.0666 -2.5759
C -2.1108 -0.0992 -2.3524
C -3.5026 -0.1394 -2.0814
C -4.2931 -1.1457 -2.6443
C -5.6443 -1.1825 -2.3575
C -6.2049 -0.2277 -1.5189
C -5.4176 0.7738 -0.9627
C -4.0656 0.8267 -1.2407
H -3.8410 -1.8815 -3.2957
H -6.2597 -1.9577 -2.7927
H -7.2628 -0.2645 -1.2962
H -5.8616 1.5200 -0.3183
H -3.4431 1.6037 -0.8157
*
```

Gap between HOMO and LUMO, eV: 8.1

=====

*x*
The following is a quantum chemistry calculation of C23H15CdN2O as an isolated structure, from the Open Molecules 2025 dataset.

```
! RIJCOSX wB97M-V def2-TZVPD def2/J DEFGRID3
* xyz 1 1
Cd -0.6615 -0.9370 1.6078
C 3.2903 1.5023 -0.1138
C 3.4794 2.9073 -0.1535
C 2.4132 3.7556 -0.1825
C 1.0986 3.2285 -0.1730
C 0.9126 1.8149 -0.1752
C 2.0418 0.9613 -0.1202
C -1.2927 3.3997 0.0137
C -2.4922 4.1127 0.3233
C -3.6618 3.4659 0.4869
C -3.7575 2.0682 0.1978
C -4.9670 1.3708 0.2591
C -5.0347 0.0490 -0.1237
C -3.9058 -0.5958 -0.6228
C -2.6856 0.0525 -0.6616
C -2.6006 1.3785 -0.2126
N -1.3598 2.0314 -0.1572
H 4.1527 0.8513 -0.0670
H 4.4845 3.3060 -0.1368
H 2.5506 4.8278 -0.1795
H 1.8846 -0.1074 -0.0649
H -2.4099 5.1800 0.4593
H -4.5535 3.9954 0.7956
H -5.8536 1.8918 0.5961
H -5.9789 -0.4760 -0.0732
H -3.9809 -1.6086 -0.9931
H -1.8348 -0.3971 -1.1508
O -0.5015 1.9520 2.9538
C -1.3437 1.1970 2.9576
N -0.2965 1.2498 -0.2386
C -0.0496 4.0227 -0.0875
C 0.0524 5.5015 -0.0420
C 0.0486 6.1487 1.1921
C 0.1526 7.5294 1.2493
C 0.2550 8.2658 0.0773
C 0.2617 7.6215 -1.1510
C 0.1650 6.2393 -1.2150
H -0.0251 5.5607 2.0998
H 0.1579 8.0286 2.2090
H 0.3467 9.3426 0.1220
H 0.3453 8.1943 -2.0648
H 0.1738 5.7355 -2.1740
*
```

Gap between HOMO and LUMO, eV: 5.4

=====

Most stable = *w*

=====

*w*
The following is a quantum chemistry calculation of C6H11N3 as an isolated structure, from the Open Molecules 2025 dataset.

```
! RIJCOSX wB97M-V def2-TZVPD def2/J DEFGRID3
* xyz 2 1
C -2.3824 -0.5212 0.0820
C -1.8514 0.7379 0.5575
C -1.5015 -1.4077 -0.4922
C -0.6686 1.3240 0.2236
C 2.0219 -0.4112 0.3807
C -0.0446 -0.9209 -0.4842
N 0.8218 -1.0459 0.6395
N 1.5989 0.8998 -0.1837
N 0.1724 0.6230 -0.6244
H -3.4573 -0.7038 0.2558
H -2.5343 1.4116 1.0237
H -1.6373 -2.4261 -0.7189
H -0.4393 2.3345 0.4428
H 2.5163 -0.2366 1.2955
H 2.7105 -1.1068 -0.2474
H 0.5293 -1.2058 -1.3969
H 0.5030 -1.4128 1.5287
H 1.5013 1.6447 0.5126
H 2.1304 1.2652 -0.9346
H 0.0108 1.1579 -1.8600
*
```

Gap between HOMO and LUMO, eV: 8.7

=====

*x*
The following is a quantum chemistry calculation of an isolated ion of composition C6H11N3 and charge +2, from the Open Molecules 2025 dataset.

```
! RIJCOSX wB97M-V def2-TZVPD def2/J DEFGRID3
* xyz 2 1
C 1.2709 1.6686 -0.0419
C 2.3132 -0.4516 0.0165
C -1.0087 0.6211 -0.0875
C 2.2935 -1.6481 -0.3178
C -2.4150 0.9149 -0.2303
C -1.0933 -1.7914 0.4404
N -0.5553 -0.4925 0.2817
N 2.2426 0.7758 0.2922
N 0.0404 1.6777 -0.1962
H 1.8337 2.6514 -0.0900
H 1.7421 -2.3809 0.1568
H 2.9914 -2.0691 -1.0738
H -2.9803 0.8439 0.7209
H -2.9761 0.2283 -0.8735
H -2.7642 1.8409 -0.5379
H -2.1549 -1.7569 0.8456
H -1.1793 -2.1806 -0.5289
H -0.2236 -2.2794 0.9066
H 2.9859 1.2348 0.8742
H -0.3630 2.5931 -0.5570
*
```

SMILES string: C=C=[NH+]/C=[NH+]\C(C)=N\C
Gap between HOMO and LUMO, eV: 7.7

=====

Most stable = *x*